Entry 1:
9
Properties=species:S:1:pos:R:3:forces:R:3 method="wB97M-V/def2-TZVPD" e_homo_ev=-9.512 largest_force_ev_per_a=3.00 charge=0 energy_ev=-13775.524 spin_multiplicity=1 de_lowest_kj_mol=86.6
H -0.169985 1.414285 -2.385826 0.3 0.0 0.7
N -0.511397 0.798226 -1.645099 -1.0 -0.2 -1.0
C 0.048359 0.633482 -0.564048 -1.2 -2.2 1.5
I 1.844689 1.596156 -0.026525 0.4 0.1 0.4
C -0.500093 -0.532631 0.528840 0.3 -0.9 -2.6
O 0.549557 -1.426330 0.810489 1.4 0.8 2.5
H -1.386091 -1.210885 0.220372 1.5 1.4 -0.8
H -0.915721 -0.110309 1.379090 -0.2 1.5 1.8
H 1.040682 -1.161995 1.682707 -1.4 -0.6 -2.6

=====

Entry 2:
96
Properties=species:S:1:pos:R:3:forces:R:3 method="wB97M-V/def2-TZVPD" e_homo_ev=-6.804 largest_force_ev_per_a=18.36 charge=0 energy_ev=-48703.791 spin_multiplicity=1 de_lowest_kj_mol=3735.6
C -3.421039 -7.052903 -7.107230 0.0 -2.9 -0.3
O -2.337473 -6.467475 -6.522934 0.9 1.3 0.5
C -2.411204 -6.361849 -5.111580 0.2 0.0 -0.5
C -1.789683 -5.075544 -4.847360 -0.6 1.9 1.3
N -2.570674 -3.941763 -5.300264 0.4 0.3 0.9
C -1.869296 -2.707781 -4.884706 0.3 0.1 -2.1
C -2.156999 -2.217233 -3.531151 -1.9 0.8 2.5
O -1.800337 -0.911731 -3.217677 2.8 0.3 -2.8
C -2.200938 -0.525029 -1.862478 0.7 0.6 -12.5
H -3.233208 -8.103879 -6.887539 -0.7 -0.9 -0.4
H -3.359964 -6.973657 -8.192628 -0.3 0.5 0.1
H -4.400344 -6.886152 -6.658626 -0.1 0.9 -0.2
H -1.753810 -6.985180 -4.505453 -0.2 -1.4 -0.6
H -3.450051 -6.439420 -4.790844 0.0 0.1 0.2
H -0.789239 -5.039531 -5.278534 0.3 -0.3 0.1
H -1.737843 -4.974432 -3.763292 0.4 0.0 0.2
H -2.707061 -4.044940 -6.295683 0.2 0.5 -0.1
H -2.071993 -1.953946 -5.645460 -0.3 0.3 0.2
H -0.783976 -2.806742 -4.904497 0.4 -0.4 -0.4
H -1.725655 -2.834963 -2.743469 0.2 -0.9 -0.1
H -3.220421 -2.146259 -3.302686 -0.8 -1.1 -0.4
H -2.064411 -1.373058 -1.191438 4.0 -1.0 -9.2
H -3.173162 -0.032244 -1.855840 -1.2 -1.2 -5.2
H -1.387122 0.096121 -1.488344 -3.5 -1.2 -8.5
C -0.017499 1.695834 9.467718 0.6 -1.4 -0.1
O -0.089987 1.749769 8.041530 -0.7 1.1 1.8
C -0.343650 3.083644 7.606539 0.3 -0.6 -3.7
C -0.952497 2.836059 6.182640 0.9 -1.3 0.0
N 0.005380 2.022452 5.320024 -1.1 1.1 -0.9
C -0.466220 1.848353 3.907974 0.4 0.2 -0.1
C 0.726255 1.418366 2.997142 -2.2 -1.2 1.3
O 0.360664 1.266291 1.551212 -0.7 -1.3 4.3
C -0.225576 -0.051754 1.203666 4.0 -6.4 5.3
H 0.726906 2.374065 9.884815 -0.3 0.5 -0.1
H 0.361225 0.712438 9.746272 0.1 -0.2 -0.3
H -0.981954 1.708580 9.975438 -0.2 0.7 -0.2
H 0.612263 3.571472 7.415877 0.1 0.3 0.5
H -1.056210 3.752503 8.089233 0.1 -0.5 1.0
H -1.267313 3.718209 5.625161 0.5 0.3 0.1
H -1.881467 2.310741 6.404375 -0.2 -0.4 -0.2
H 0.131872 1.077179 5.652525 -0.1 0.1 0.7
H -0.883519 2.774558 3.512883 0.1 0.4 0.2
H -1.289777 1.137087 3.845111 -0.1 -0.3 -0.1
H 1.088680 0.473923 3.403052 -0.1 -0.5 -0.3
H 1.576040 2.068019 3.206679 -1.3 0.2 0.1
H -0.762332 -0.567372 1.999986 0.0 0.6 0.7
H 0.517664 -0.788527 0.898957 1.3 0.1 1.0
H -0.882759 -0.009147 0.335108 1.8 -4.4 5.4
C 2.987499 0.883003 -3.385348 -1.2 0.5 0.2
O 2.091969 0.822365 -2.285015 1.2 6.1 -1.3
C 1.741315 2.159831 -1.869091 -1.5 1.5 -1.8
C 1.472807 2.393671 -0.396707 3.4 0.7 -0.9
N 2.830199 2.521444 0.152967 -0.1 0.5 1.3
C 2.790746 2.599980 1.648736 2.7 -0.5 -2.4
C 4.280728 2.485151 2.140783 -1.7 -1.6 0.3
O 4.681686 1.044705 1.940129 -0.4 2.5 0.6
C 5.790372 0.735404 2.739613 1.0 -0.8 0.1
H 3.857533 1.467165 -3.085512 0.3 -0.4 -0.3
H 2.408678 1.421120 -4.136011 0.5 -0.1 -0.8
H 3.156718 -0.152030 -3.682301 0.4 0.2 -0.1
H 0.836345 2.423869 -2.416278 -0.5 -0.2 -0.3
H 2.316130 2.982515 -2.294369 1.3 -0.4 0.3
H 0.941869 1.535850 0.016014 1.8 3.8 0.8
H 0.923143 3.321828 -0.240140 0.3 0.0 -0.2
H 3.304508 1.655179 -0.058469 0.3 -0.2 -0.1
H 2.159940 1.773336 1.975607 1.9 0.9 -0.7
H 2.390064 3.590888 1.862398 -0.2 0.0 0.5
H 4.335848 2.688858 3.210156 -0.1 -0.2 0.2
H 4.925458 3.235904 1.683856 0.2 -0.4 -0.6
H 5.856510 -0.340018 2.904540 -0.3 -0.2 -0.3
H 5.840668 1.140024 3.750484 -0.7 0.5 0.1
H 6.742199 1.024214 2.293843 0.1 0.2 -0.4
C -1.943555 3.258251 -1.235398 -2.9 2.1 -5.1
O -1.181976 2.960856 -0.220649 2.0 10.7 3.0
H -1.343288 3.771387 -1.986707 0.3 -0.6 -0.7
H -2.432214 2.363168 -1.620277 -0.1 0.2 -0.2
H -2.654542 4.070854 -1.086174 -0.6 -0.4 0.8
H -1.244408 3.646882 0.447981 0.4 0.5 0.3
C -0.274876 0.621973 -0.987277 5.0 3.3 1.2
O -1.188663 1.063429 0.035563 0.7 3.7 -5.2
H 0.681357 0.697165 -0.469517 -1.6 -2.8 -1.9
H -0.545709 -0.395366 -1.269703 3.5 0.7 0.6
H -0.214081 1.402703 -1.745475 -0.7 -1.2 -0.5
H -1.191294 2.013966 0.170066 -0.1 -0.8 1.3
C 1.606897 -0.992833 -1.448434 0.2 -3.6 2.2
O 2.130423 -2.152907 -0.847620 0.8 -1.8 0.5
H 2.051050 -0.109382 -0.989790 -0.1 -1.9 0.7
H 1.710411 -1.022924 -2.533091 -0.1 -0.5 0.3
H 0.568777 -1.071597 -1.125622 1.4 -0.8 -0.9
H 3.024745 -2.015130 -0.526974 0.0 0.1 -0.2
C -2.558111 -1.289090 -0.198058 -5.7 -1.7 10.8
O -2.713203 0.049944 -0.534545 -11.4 -2.8 14.1
H -3.088957 -1.470463 0.736511 -0.4 0.4 1.7
H -3.075038 -2.021160 -0.818517 -1.0 -0.8 0.6
H -1.549474 -1.618165 0.051862 0.1 -0.4 0.4
H -1.827490 0.401034 -0.652248 -3.2 2.2 2.9

=====

Entry 3:
13
Properties=species:S:1:pos:R:3:forces:R:3 method="wB97M-V/def2-TZVPD" e_homo_ev=-8.791 largest_force_ev_per_a=2.90 charge=0 energy_ev=-26091.944 spin_multiplicity=1 de_lowest_kj_mol=368.3
O -3.259506 0.450199 -0.154878 1.3 -0.2 0.9
O -1.268237 -0.153286 -1.739724 1.3 -0.2 -0.3
O -0.473618 -0.231381 1.672620 -0.1 0.1 0.1
O 3.267072 0.535030 1.078231 -0.4 -1.2 0.1
O 3.469325 -1.278095 -0.424391 0.9 -2.6 -0.8
Si -2.724749 0.135660 -1.587195 1.5 -0.4 0.0
Si 2.570700 0.020602 -0.327180 -0.7 1.7 0.2
H -4.069434 0.706042 0.180624 -2.5 0.7 0.9
H -0.219130 -0.117177 0.765985 1.3 -0.3 -1.1
H -1.349810 0.091341 1.500398 -1.2 0.2 0.8
H 3.637220 1.326478 1.378457 0.4 1.8 0.6
H 4.039622 -1.578414 0.293192 0.0 0.3 -0.1
H -3.619456 0.093001 -2.636140 -1.6 0.1 -1.3

=====

Entry 4:
98
Properties=species:S:1:pos:R:3:forces:R:3 method="wB97M-V/def2-TZVPD" e_homo_ev=-18.515 largest_force_ev_per_a=0.23 charge=+4 energy_ev=-150928.053 spin_multiplicity=1 de_lowest_kj_mol=63.0
Ta 0.236732 -0.429992 0.107253 -0.2 0.1 0.0
C -3.192217 -0.023639 1.473475 0.0 0.1 0.0
C -3.223044 -1.520411 1.192911 0.0 0.0 0.0
P -1.515409 -2.176002 1.216691 -0.1 -0.1 -0.1
C -1.018727 -2.006645 2.934534 0.0 0.0 0.0
C 0.114743 -1.255087 3.241344 0.0 0.0 -0.1
C 0.455378 -0.965705 4.552783 0.0 0.0 0.0
C -0.341541 -1.463060 5.576490 0.0 0.0 0.0
C -1.462560 -2.234585 5.287556 0.0 0.0 0.0
C -1.811283 -2.499785 3.971218 0.0 0.0 0.0
C -1.581636 -3.885987 0.701802 0.0 0.0 0.1
C -2.247239 -4.216696 -0.483083 0.0 0.0 0.0
C -2.330896 -5.542367 -0.871838 0.0 0.0 0.0
C -1.753901 -6.535125 -0.086484 0.0 0.0 0.0
C -1.087765 -6.206016 1.087317 0.0 0.0 0.0
C -0.993967 -4.881000 1.484818 0.0 0.0 0.0
P -2.131885 0.738822 0.202093 0.0 -0.1 -0.1
C -2.032354 2.510408 0.445306 0.0 0.0 0.0
C -1.949918 3.022316 1.743466 0.0 0.0 0.0
C -1.904829 4.392539 1.938700 0.0 0.0 0.0
C -1.937014 5.251997 0.844554 0.0 0.0 0.0
C -2.001061 4.743236 -0.446838 0.0 0.0 0.0
C -2.041261 3.372423 -0.654179 0.0 0.0 0.0
C -2.937558 0.363542 -1.357529 0.0 -0.1 0.0
C -2.523993 -0.725127 -2.127674 0.0 0.0 0.0
C -3.252299 -1.117707 -3.239058 0.0 0.0 0.0
C -4.401155 -0.418001 -3.588281 0.0 0.0 0.0
C -4.823285 0.665150 -2.825303 0.0 0.0 0.0
C -4.101826 1.054359 -1.707945 0.0 0.0 0.0
H -2.809569 0.197642 2.471653 0.0 0.0 0.0
H -4.184811 0.424109 1.383536 0.0 0.0 0.0
H -3.676641 -1.738191 0.225217 0.0 0.0 0.0
H -3.796612 -2.059829 1.948678 0.0 0.0 0.0
H 0.817729 -0.950732 2.455308 0.1 0.0 0.0
H 1.338195 -0.384285 4.783567 0.0 0.0 0.0
H -0.081767 -1.258686 6.606841 0.0 0.0 0.0
H -2.067939 -2.627646 6.093467 0.0 0.0 0.0
H -2.691586 -3.095915 3.760425 0.0 0.0 0.0
H -2.724253 -3.453530 -1.088797 0.0 0.0 0.0
H -2.860195 -5.808714 -1.776829 0.0 0.0 0.0
H -1.835062 -7.571818 -0.385398 0.0 0.0 0.0
H -0.655377 -6.983953 1.702123 0.0 0.0 0.0
H -0.486465 -4.629911 2.408366 0.0 0.0 0.0
H -1.949060 2.365471 2.605705 0.0 0.0 0.0
H -1.875636 4.793508 2.943171 0.0 0.0 0.0
H -1.932460 6.322954 1.001539 0.0 0.0 0.0
H -2.049427 5.417398 -1.292251 0.0 0.0 0.0
H -2.120033 2.982902 -1.662809 0.0 0.0 0.0
H -1.633318 -1.297486 -1.866918 0.0 0.0 0.0
H -2.932275 -1.965997 -3.830330 0.0 0.0 0.0
H -4.975270 -0.722300 -4.453647 0.0 0.0 0.0
H -5.723168 1.201266 -3.095698 0.0 0.0 0.0
H -4.450263 1.890864 -1.113321 0.0 0.0 0.0
C 4.253660 3.417210 1.809836 0.0 0.0 0.0
C 2.820862 3.869231 1.588661 0.0 0.0 0.0
N 2.374103 3.599988 0.201643 -0.1 0.1 0.0
C 2.758450 4.665177 -0.778207 0.0 0.0 0.0
C 1.660914 5.703557 -0.916283 0.0 0.0 0.0
C 1.688157 2.570406 -0.197390 0.1 -0.1 0.1
S 1.373415 1.320770 1.126273 0.1 0.1 0.0
N 1.291062 2.506086 -1.463043 -0.1 0.1 -0.1
C 0.709044 1.579098 -2.139161 0.0 0.0 0.1
O 0.514912 0.333646 -1.564256 0.0 -0.1 0.2
C 0.234153 1.736825 -3.474585 0.1 0.1 -0.1
C 0.202624 3.032642 -4.030477 0.0 0.0 0.0
C -0.233061 3.209980 -5.324220 0.0 0.0 0.0
C -0.617440 2.103209 -6.081095 0.0 0.0 0.0
C -0.577700 0.816798 -5.544611 0.0 0.0 0.0
C -0.161487 0.628200 -4.245490 0.0 0.0 0.0
H 4.546128 3.647596 2.833371 0.0 0.0 0.0
H 4.950817 3.925342 1.144893 0.0 0.0 0.0
H 4.352312 2.339618 1.662933 0.0 0.0 0.0
H 2.715959 4.945590 1.719972 0.0 0.0 0.0
H 2.135364 3.395563 2.287017 0.0 0.0 0.0
H 2.990704 4.183065 -1.722880 0.0 0.0 0.0
H 3.670999 5.104283 -0.380031 0.0 0.0 0.0
H 0.733412 5.248451 -1.262967 0.0 0.0 0.0
H 1.975209 6.453163 -1.641712 0.0 0.0 0.0
H 1.470804 6.216947 0.026587 0.0 0.0 0.0
H 0.518393 3.877965 -3.434049 0.0 0.0 0.0
H -0.266662 4.199697 -5.758383 0.0 0.0 0.0
H -0.943224 2.245096 -7.103721 0.0 0.0 0.0
H -0.862022 -0.029553 -6.154850 0.0 0.0 0.0
H -0.112772 -0.369105 -3.830884 0.0 0.0 0.0
C 4.019738 -4.036850 -1.002361 0.0 0.0 0.0
As 3.519709 -2.395907 -0.153498 0.0 -0.1 0.0
C 4.248524 -2.277781 1.614289 0.0 0.0 0.0
C 4.043149 -0.892768 -1.222126 0.0 0.0 0.0
S 1.307203 -2.584798 0.084119 0.1 0.1 -0.1
H 5.105487 -4.042116 -1.108430 0.0 0.0 0.0
H 3.548597 -4.095172 -1.981668 0.0 0.0 0.0
H 3.703834 -4.870143 -0.377047 0.0 0.0 0.0
H 5.330486 -2.400759 1.549669 0.0 0.0 0.0
H 3.824838 -3.074907 2.222789 0.0 0.0 0.0
H 4.013527 -1.305021 2.042881 0.0 0.0 0.0
H 5.131107 -0.898161 -1.301968 0.0 0.0 0.0
H 3.720079 0.027679 -0.738153 0.0 0.0 0.0
H 3.607698 -0.988221 -2.214739 0.0 0.0 0.0